81
Properties=species:S:1:pos:R:3 method="wB97M-V/def2-TZVPD" charge=+3 e_homo_ev="-15.3 / -17.3" e_above_lowest_kj_mol=72.5 spin_multiplicity=5 homo_lumo_gap_ev="7.1 / 4.7" lumo_ha="-0.3012 / -0.4608"
Ir 0.0853 -0.7081 0.4206
Se 2.6486 3.3477 -1.0185
P -1.1066 -2.5080 0.8696
P 1.6143 -1.1067 2.1862
P -1.0045 1.1159 1.3235
P 1.4704 -1.6989 -1.1398
C -0.1528 3.8080 1.7478
C 0.9471 -0.9809 3.8833
C 0.8782 2.8678 -5.3292
C -0.4610 -3.9675 1.7984
C 2.6215 -2.6382 2.2815
C 2.5687 3.9981 -3.9744
C -2.6253 0.5233 -3.2940
C 0.8287 2.6442 -2.9302
C -2.5566 2.0168 3.5974
C -2.0639 -0.3597 -2.4357
C 2.0197 3.3811 -2.7965
C 2.0275 3.6614 -5.2444
C 1.8150 -3.4930 -0.9507
C -2.2367 1.7686 0.1209
C 0.2546 2.3369 1.8361
C 2.9134 0.1653 2.1567
C -1.9137 -3.4190 -0.5138
C 0.6143 -1.4857 -2.7239
C -1.9904 0.8075 2.8474
C 3.0847 -0.8792 -1.2775
C 0.3075 2.3035 -4.1758
C -2.5503 -2.2057 1.9473
C -3.4565 0.8624 -0.1237
H -3.2399 2.6072 2.9691
H 3.8708 -0.2961 2.4113
H 3.1730 -2.6486 3.2292
H -0.0890 4.1604 0.7102
H 0.8886 -4.0759 -0.9745
H 0.5317 4.4250 2.3491
H -2.6096 -4.1294 -0.0280
H -1.3516 0.2174 3.5204
H -3.1406 -0.1846 -0.2493
H -1.2069 -3.9849 -1.1359
H -3.9882 1.1559 -1.0439
H 2.4553 -3.8428 -1.7721
H -1.4879 -0.0756 -1.5488
H 1.6878 -1.3634 4.5999
H 3.3631 -2.6930 1.4823
H 2.9975 0.6200 1.1696
H 0.4194 2.6730 -6.3056
H 3.7690 2.3538 -1.1311
H 2.6877 0.9328 2.8978
H 2.0131 -3.5428 2.2615
H -3.2382 -1.4644 1.5232
H -1.7579 2.6698 3.9725
H -2.4774 -2.7431 -1.1710
H -2.2131 -1.4311 -2.6293
H -2.8407 1.5869 -3.1064
H 0.3454 -4.4910 1.2721
H 0.3323 2.2136 -2.0455
H 3.6118 -1.2151 -2.1803
H -4.1668 0.8980 0.7134
H -0.1210 -3.7168 2.8091
H 0.4624 -0.4215 -2.9317
H -0.3679 -1.9626 -2.6903
H 0.5909 2.0940 2.8576
H -2.9592 0.2014 -4.3096
H -3.1389 1.6582 4.4646
H 0.0299 -1.5672 4.0050
H 2.5362 4.0403 -6.1651
H 3.7270 -1.0990 -0.4167
H 2.3392 -3.7134 -0.0154
H 0.7435 0.0617 4.1508
H -0.5404 1.6188 -4.2409
H -2.2424 -1.8763 2.9482
H -3.0759 -3.1674 2.0346
H -1.7045 1.9601 -0.8246
H 3.4300 4.6675 -3.8651
H 1.1328 2.1754 1.1939
H -1.1598 4.0102 2.1335
H -2.8199 0.1497 2.5716
H 2.9352 0.2055 -1.3489
H -1.3206 -4.6476 1.8865
H -2.5836 2.7572 0.4563
H 1.1868 -1.9182 -3.5520